Entry from the OMol25 dataset: a molecular structure, C4H11NO2 at a distorted geometry (the ωB97M-V functional and the def2-TZVPD basis).

Last column: Löwdin charge in e.
Cartesian coordinates (Å):
O 0.95 -1.83 -1.34  -0.257
O 0.86 1.13 2.41  0.016
N -0.32 0.22 -1.02  -0.028
C 0.97 0.39 1.32  -0.358
C 0.08 -0.88 1.19  0.087
C -0.26 0.44 0.38  -0.231
C -1.42 -0.68 -1.38  -0.118
H -0.59 -1.00 2.01  0.103
H 1.83 -1.96 -1.50  -0.086
H -1.28 -1.70 -0.97  0.077
H 0.84 4.07 0.42  0.033
H 1.96 -0.03 1.03  0.170
H -1.52 -0.75 -2.47  0.088
H 0.59 -1.81 0.80  0.128
H 0.51 -0.28 -1.28  0.037
H 0.25 3.58 0.55  0.012
H -1.05 1.26 0.78  0.208
H -2.39 -0.18 -0.96  0.118

Calculated values
ΔE to the lowest compared entry with this formula, charge and spin: 996.7 kJ/mol
electronic energy: -363.888547 Eh
frontier orbital gap: 4.67 eV
HOMO level: -0.321 hartree

---

Entry from the OMol25 dataset: 2 unconnected molecules or ions with the total composition C4H11NO2 at a distorted geometry (the ωB97M-V functional and the def2-TZVPD basis).

Last column: Löwdin charge in e.
Cartesian coordinates (Å):
O 0.00 0.88 1.83  -0.206
O -0.63 -1.00 -0.18  -0.192
N -0.95 1.86 1.45  -0.043
C 0.37 -0.07 -0.82  -0.357
C -0.20 -2.29 0.19  -0.110
C -0.34 0.95 -1.63  -0.035
C 1.64 -0.13 -0.47  0.057
H 0.28 -2.22 1.18  0.088
H 2.34 0.54 -0.94  0.071
H -1.09 0.47 -2.25  0.085
H -0.04 0.02 1.19  0.092
H -0.86 1.65 -0.98  0.065
H 0.53 -2.72 -0.50  0.093
H -1.09 -2.91 0.26  0.092
H 2.07 -0.92 0.13  0.067
H 0.38 1.50 -2.24  0.085
H -1.81 1.63 1.94  0.073
H -0.61 2.74 1.83  0.075

Calculated values
ΔE to the lowest compared entry with this formula, charge and spin: 403.6 kJ/mol
electronic energy: -364.114438 Eh
frontier orbital gap: 9.66 eV
HOMO level: -0.317 hartree

---

Entry from the OMol25 dataset: 2 unconnected molecules or ions with the total composition C4H11NO2 at a distorted geometry (the ωB97M-V functional and the def2-TZVPD basis).

Last column: Löwdin charge in e.
Cartesian coordinates (Å):
O 0.36 3.36 1.84  -0.117
O -0.44 -2.17 -1.63  0.043
N -0.24 -0.01 -0.99  -0.008
C -0.06 -1.33 -0.82  -0.579
C 0.74 -1.57 0.42  -0.168
C -0.70 0.33 -2.30  -0.078
C -0.29 -1.27 1.55  -0.095
H -1.60 -0.13 -2.57  0.061
H -1.28 -1.67 1.18  0.099
H -0.81 1.37 -2.50  0.070
H -0.31 -0.21 1.81  0.070
H 1.35 3.52 1.90  0.058
H -0.08 -1.87 2.45  0.068
H 1.60 -0.76 0.43  0.138
H 0.26 0.01 -2.91  0.136
H 1.31 -2.51 0.40  0.113
H -0.06 4.21 2.17  0.061
H 0.24 0.68 -0.43  0.130

Calculated values
ΔE to the lowest compared entry with this formula, charge and spin: 137.0 kJ/mol
electronic energy: -364.215976 Eh
frontier orbital gap: 9.82 eV
HOMO level: -0.344 hartree

---

Entry from the OMol25 dataset: 2 unconnected molecules or ions with the total composition C4H11NO2 at a distorted geometry (the ωB97M-V functional and the def2-TZVPD basis).

Last column: Löwdin charge in e.
Cartesian coordinates (Å):
O 3.55 -2.25 -1.56  -0.102
O -0.99 -2.53 -0.42  -0.020
N -0.48 -0.30 -0.64  0.040
C -0.35 -1.65 -0.98  -0.327
C -1.60 0.09 0.28  -0.180
C -0.52 2.49 0.85  -0.123
C -0.99 1.06 1.26  -0.261
H 3.32 -3.07 -1.05  0.054
H -0.04 0.56 1.70  0.138
H -2.38 0.53 -0.29  0.108
H -1.75 1.15 2.08  0.109
H 0.50 2.43 0.49  0.047
H -0.35 3.20 1.66  0.059
H -1.17 3.04 0.08  0.094
H 4.50 -2.20 -1.79  0.047
H -1.93 -0.75 0.85  0.105
H 0.51 -2.10 -1.52  0.125
H 0.17 0.31 -1.00  0.086

Calculated values
ΔE to the lowest compared entry with this formula, charge and spin: 145.5 kJ/mol
electronic energy: -364.212752 Eh
frontier orbital gap: 10.27 eV
HOMO level: -0.350 hartree

---

Entry from the OMol25 dataset: 2 unconnected molecules or ions with the total composition C4H11NO2 at a distorted geometry (the ωB97M-V functional and the def2-TZVPD basis).

Last column: Löwdin charge in e.
Cartesian coordinates (Å):
O 0.55 0.56 -2.90  0.056
O -3.18 -0.08 -1.43  -0.068
N 0.01 -1.36 0.71  0.038
C 0.60 0.03 -1.83  -0.285
C 0.34 0.67 -0.50  -0.151
C 0.94 0.68 1.89  -0.070
C 0.88 -0.19 0.65  -0.467
H -0.88 -1.17 1.16  0.073
H -0.06 1.09 2.04  0.082
H 1.86 -0.54 0.29  0.136
H 1.73 1.44 1.77  0.084
H -3.02 -1.04 -1.50  0.046
H 0.88 -1.04 -1.78  0.119
H 0.70 1.70 -0.54  0.127
H -0.71 0.90 -0.34  0.111
H 1.27 0.15 2.79  0.074
H -2.34 0.25 -1.80  0.014
H 0.44 -2.06 1.32  0.081

Calculated values
ΔE to the lowest compared entry with this formula, charge and spin: 124.5 kJ/mol
electronic energy: -364.220760 Eh
frontier orbital gap: 10.44 eV
HOMO level: -0.354 hartree

---

Entry from the OMol25 dataset: 2 unconnected molecules or ions with the total composition C4H11NO2 at a distorted geometry (the ωB97M-V functional and the def2-TZVPD basis).

Last column: Löwdin charge in e.
Cartesian coordinates (Å):
O -3.08 2.83 0.59  -0.096
O 0.83 0.35 -2.05  0.060
N 1.55 -0.01 0.07  -0.039
C -0.44 -2.15 0.45  -0.110
C 1.74 1.43 0.56  -0.053
C -0.33 -1.42 -0.96  -0.152
C 0.72 -0.27 -1.03  -0.536
H -3.07 1.83 0.74  0.059
H 2.82 1.63 0.38  0.068
H 1.44 1.44 1.70  0.105
H -2.54 2.92 -0.22  0.035
H 1.12 2.02 -0.21  0.095
H -1.37 -1.00 -1.28  0.135
H -0.86 -1.39 1.12  0.057
H 0.62 -2.40 0.75  0.067
H 1.87 -0.83 0.62  0.111
H 0.17 -1.98 -1.78  0.109
H -1.19 -3.01 0.55  0.086

Calculated values
ΔE to the lowest compared entry with this formula, charge and spin: 189.1 kJ/mol
electronic energy: -364.196136 Eh
frontier orbital gap: 9.92 eV
HOMO level: -0.346 hartree

---

Entry from the OMol25 dataset: 2 unconnected molecules or ions with the total composition C4H11NO2 at a distorted geometry (the ωB97M-V functional and the def2-TZVPD basis).

Last column: Löwdin charge in e.
Cartesian coordinates (Å):
O -0.87 1.25 1.49  0.029
O 1.89 -5.27 1.00  -0.068
N -0.11 1.44 -0.61  -0.164
C -0.65 0.73 0.39  -0.529
C -1.02 -0.71 0.13  -0.024
C -0.22 2.92 -0.53  -0.026
C 0.47 0.90 -1.82  -0.063
H -0.22 -1.43 0.02  0.069
H -0.06 3.18 -1.56  0.072
H -1.20 3.25 -0.16  0.089
H 2.35 -4.42 1.03  0.031
H 1.56 1.04 -1.84  0.096
H -1.78 -0.95 -0.61  0.075
H 0.27 -0.17 -1.91  0.075
H -1.70 -1.02 1.01  0.111
H 1.30 -5.17 1.77  0.037
H -0.02 1.32 -2.73  0.094
H 0.43 3.37 0.26  0.097

Calculated values
ΔE to the lowest compared entry with this formula, charge and spin: 120.8 kJ/mol
electronic energy: -364.222160 Eh
frontier orbital gap: 9.83 eV
HOMO level: -0.341 hartree

---

Entry from the OMol25 dataset: 3 unconnected molecules or ions with the total composition C4H11NO2 (the ωB97M-V functional and the def2-TZVPD basis).

Last column: Löwdin charge in e.
Cartesian coordinates (Å):
O -0.39 -1.58 1.43  -0.061
O -0.56 -3.62 -0.82  -0.076
N 2.56 0.35 -0.31  0.055
C -0.88 1.81 0.01  -0.217
C 1.47 1.09 0.12  -0.220
C -2.11 1.64 -0.47  -0.018
C 0.24 0.97 -0.39  -0.169
H -2.31 0.84 -1.19  0.059
H -2.95 2.26 -0.21  0.043
H 0.03 0.23 -1.15  0.110
H 0.28 -0.87 1.45  0.027
H -1.23 -3.44 -0.14  0.022
H 0.11 -2.98 -0.55  0.009
H 1.71 1.74 0.94  0.119
H -0.66 2.62 0.69  0.101
H 2.43 -0.47 -0.87  0.087
H -1.21 -1.09 1.39  0.043
H 3.48 0.49 0.07  0.086

Calculated values
ΔE to the lowest compared entry with this formula, charge and spin: 168.8 kJ/mol
electronic energy: -364.203869 Eh
frontier orbital gap: 8.65 eV
HOMO level: -0.292 hartree

---

Entry from the OMol25 dataset: a molecular structure, C4H11NO2 at a distorted geometry (the ωB97M-V functional and the def2-TZVPD basis).

Last column: Löwdin charge in e.
Cartesian coordinates (Å):
O -1.07 -2.01 1.34  -0.289
O -1.50 1.80 -0.36  -0.010
N -0.49 0.85 -0.65  -0.276
C -0.23 -0.39 0.80  -0.225
C 0.72 1.46 -1.16  -0.063
C -0.86 -0.66 -0.49  -0.073
C 1.23 -0.68 1.06  -0.062
H 1.09 2.19 -0.44  0.091
H 0.51 1.97 -2.11  0.081
H 1.31 -1.24 2.00  0.086
H -0.74 0.19 1.55  0.141
H -0.59 -2.83 1.13  -0.014
H 1.66 -1.30 0.28  0.086
H -1.94 -0.76 -0.48  0.124
H 1.82 0.23 1.19  0.079
H 1.47 0.69 -1.34  0.087
H -2.09 1.77 -1.14  0.108
H -0.30 -1.28 -1.18  0.129

Calculated values
ΔE to the lowest compared entry with this formula, charge and spin: 587.7 kJ/mol
electronic energy: -364.044340 Eh
frontier orbital gap: 8.51 eV
HOMO level: -0.289 hartree

---

Entry from the OMol25 dataset: 2 unconnected molecules or ions with the total composition C4H11NO2 at a distorted geometry (the ωB97M-V functional and the def2-TZVPD basis).

Last column: Löwdin charge in e.
Cartesian coordinates (Å):
O 0.71 0.24 -0.93  -0.059
O -2.49 -0.88 -1.32  0.044
N 1.69 0.72 1.12  0.059
C -2.39 1.33 -0.35  -0.049
C 1.99 -1.51 0.19  -0.044
C 1.08 -0.29 0.32  -0.569
C -2.25 -0.16 -0.38  -0.356
H 0.24 -0.46 -1.44  0.096
H 2.92 -1.22 -0.31  0.080
H -1.40 1.74 -0.14  0.072
H -1.88 -0.60 0.61  0.119
H 1.09 1.54 1.20  0.076
H 1.50 -2.28 -0.41  0.078
H 2.60 1.00 0.75  0.083
H -2.69 1.71 -1.33  0.086
H -3.07 1.65 0.43  0.081
H 0.11 -0.62 0.83  0.125
H 2.23 -1.90 1.17  0.079

Calculated values
ΔE to the lowest compared entry with this formula, charge and spin: 120.3 kJ/mol
electronic energy: -364.222371 Eh
frontier orbital gap: 10.76 eV
HOMO level: -0.363 hartree

---

Entry from the OMol25 dataset: 2 unconnected molecules or ions with the total composition C4H11NO2 at a distorted geometry (the ωB97M-V functional and the def2-TZVPD basis).

Last column: Löwdin charge in e.
Cartesian coordinates (Å):
O -1.26 -2.07 1.95  -0.055
O 1.50 -1.49 1.13  -0.033
N 0.87 0.26 -0.24  -0.140
C 0.97 -0.53 -1.48  -0.019
C 1.13 -0.32 0.95  -0.323
C 0.12 1.52 -0.31  -0.234
C -1.35 1.33 -0.54  -0.078
H 1.41 0.07 -2.30  0.101
H -1.86 2.30 -0.55  0.084
H -0.30 -2.19 1.79  0.010
H -1.51 0.88 -1.51  0.064
H 1.61 -1.37 -1.26  0.077
H 0.58 2.17 -1.12  0.133
H -1.74 0.72 0.24  0.075
H 0.97 0.36 1.84  0.156
H 0.01 -0.91 -1.77  0.080
H -1.44 -2.77 2.54  0.001
H 0.28 2.02 0.64  0.103

Calculated values
ΔE to the lowest compared entry with this formula, charge and spin: 58.4 kJ/mol
electronic energy: -364.245929 Eh
frontier orbital gap: 10.49 eV
HOMO level: -0.353 hartree

---

Entry from the OMol25 dataset: 3 unconnected molecules or ions with the total composition C4H11NO2 at a distorted geometry (the ωB97M-V functional and the def2-TZVPD basis).

Last column: Löwdin charge in e.
Cartesian coordinates (Å):
O -1.08 -2.73 1.34  -0.076
O 0.63 -2.32 -0.87  -0.066
N -2.14 1.69 0.79  0.060
C 2.08 0.85 -1.43  -0.025
C -0.97 1.04 0.56  -0.217
C 0.07 1.54 -0.11  -0.142
C 1.27 0.76 -0.36  -0.235
H -1.09 -2.76 2.30  0.039
H 1.07 -1.57 -1.28  0.010
H -0.79 0.16 1.16  0.112
H -0.15 -2.85 1.10  0.020
H 2.88 0.14 -1.61  0.046
H 0.03 2.50 -0.61  0.108
H 1.60 -0.03 0.32  0.102
H -0.31 -2.09 -0.90  0.040
H -2.83 1.48 1.48  0.085
H 2.13 1.76 -2.02  0.049
H -2.40 2.42 0.15  0.091

Calculated values
ΔE to the lowest compared entry with this formula, charge and spin: 195.9 kJ/mol
electronic energy: -364.193574 Eh
frontier orbital gap: 8.53 eV
HOMO level: -0.283 hartree

---

Q: Among the records above, which one has the lowest ΔE to the lowest compared entry with this formula, charge and spin?
A: number 11